# C2H2OS

A single C2H2OS molecule (wB97M-V/def2-TZVPD, OMol25).

Structure (ORCA input):
```
! wB97M-V def2-TZVPD RIJCOSX def2/J DEFGRID3
* xyz 0 1
S 1.6757 -1.2303 1.1974
C 0.6749 -0.3404 0.2878
C -0.6674 0.2509 -0.1369
O 0.6414 0.4798 -0.7383
H -1.1739 -0.3208 -0.8598
H -1.1506 1.1608 0.2498
*
```

Computed properties:
LUMO energy (spin up / spin down) (eV): 0.3166 / 0.3162
SMILES string: S=C1CO1
HOMO (spin up / spin down) (Ha): -0.337 / -0.337

***

# C5H11NO

A single C5H11NO molecule (wB97M-V/def2-TZVPD, OMol25).

Structure (ORCA input):
```
! wB97M-V def2-TZVPD RIJCOSX def2/J DEFGRID3
* xyz 0 1
C 1.1641 -0.2549 -1.7871
C 0.1662 0.5239 -0.9768
C -1.2766 0.5620 -1.3174
N -0.7737 -0.2807 -0.2295
C -0.9828 0.1124 1.1627
C 0.2646 -0.1316 2.0516
O 0.5581 -1.5150 2.0666
H 1.9867 -0.5723 -1.1361
H 1.5748 0.3233 -2.6207
H 0.6724 -1.1497 -2.1813
H 0.5645 1.3630 -0.4020
H -1.6391 0.0069 -2.1828
H -1.8501 1.4752 -1.1302
H -1.4335 1.1177 1.2299
H -1.7162 -0.5896 1.5657
H 1.1953 0.4248 1.8224
H 0.0217 0.1446 3.0847
H 0.6847 -1.7705 1.1426
*
```

Computed properties:
LUMO energy (eV): 1.1077
SMILES string: C[C@H]1CN1CCO
HOMO (Ha): -0.341

***

# C3H6IN2

A 2-piece molecular cluster, C3H6IN2 overall (wB97M-V/def2-TZVPD, OMol25).

Structure (ORCA input):
```
! wB97M-V def2-TZVPD RIJCOSX def2/J DEFGRID3
* xyz 1 3
C -0.6125 -0.9169 -0.5960
C 0.4403 1.0567 -0.2527
C 1.2535 -0.0511 0.2011
N -0.8300 0.4108 -0.5041
N 0.5993 -1.2414 -0.2719
I 3.3431 -0.0385 -0.0538
H -1.2115 -1.7582 -0.8542
H 0.2259 1.7930 0.5385
H 0.7557 1.4561 -1.1665
H 0.5493 0.0708 2.3232
H -1.5661 0.7101 -1.1074
H 0.7703 -2.2231 -0.1560
*
```

Computed properties:
LUMO energy (spin up / spin down) (eV): -4.0419 / -5.9996
HOMO (spin up / spin down) (Ha): -0.448 / -0.515

***

# C25H71NO9

A 10-piece molecular cluster, C25H71NO9 overall (wB97M-V/def2-TZVPD, OMol25).

Structure (ORCA input):
```
! wB97M-V def2-TZVPD RIJCOSX def2/J DEFGRID3
* xyz 0 1
N -0.9510 -3.0582 1.9368
H -1.2459 -2.9318 2.9030
H -0.7203 -2.1386 1.5195
H -1.6949 -3.5009 1.3973
H -0.1388 -3.6736 1.8851
C -0.3298 0.4765 0.1098
O -0.9107 -0.7359 0.4522
H -0.7454 1.3124 0.6904
H 0.7686 0.4012 0.1880
H -0.5070 0.7525 -0.9434
C -4.9852 0.4578 3.4723
C -4.2361 0.1748 2.2075
C -4.0766 1.3637 1.2857
O -2.9479 -0.3130 2.5848
H -5.1079 -0.4822 4.0155
H -6.0315 0.7000 3.2654
H -4.5167 1.2544 4.0475
H -4.7218 -0.6167 1.6256
H -3.5639 0.9941 0.3956
H -3.4693 2.1029 1.8062
H -5.0438 1.7598 0.9726
H -2.2927 -0.3091 1.8699
C 3.4714 2.3197 -0.2497
C 3.3511 3.6634 -0.9510
C 2.0175 4.3440 -0.6071
O 4.3946 4.5209 -0.4977
H 4.3002 1.6848 -0.5692
H 2.5946 1.6897 -0.4198
H 3.5720 2.4601 0.8289
H 3.3526 3.6325 -2.0417
H 1.8991 4.5016 0.4650
H 1.2430 3.6946 -1.0247
H 1.9572 5.3169 -1.0938
H 4.7581 4.2489 0.3462
C -5.4698 -0.7945 -1.6169
C -4.0362 -1.2894 -1.7916
C -3.1829 -0.1878 -2.4152
O -3.5926 -1.5847 -0.4573
H -5.8849 -0.3436 -2.5221
H -5.5338 -0.0495 -0.8269
H -6.1141 -1.6522 -1.4149
H -3.9942 -2.2121 -2.3752
H -3.2382 0.7290 -1.8280
H -3.5672 0.0047 -3.4184
H -2.1409 -0.4989 -2.5090
H -2.6748 -1.2761 -0.3619
C -3.6464 5.8256 -0.3297
C -3.4187 4.8436 0.8295
C -2.0432 4.2023 0.8144
O -3.5819 5.5403 2.0647
H -3.6430 5.3174 -1.2963
H -2.8523 6.5754 -0.3346
H -4.5706 6.4044 -0.2839
H -4.1325 4.0190 0.7586
H -1.2567 4.9597 0.8098
H -1.8563 3.5420 -0.0320
H -1.9728 3.6274 1.7379
H -4.5238 5.6673 2.2076
C 2.4735 0.3260 -3.2442
C 2.3425 -0.9502 -4.0724
C 3.1019 -0.8586 -5.3700
O 2.7888 -2.0585 -3.3176
H 1.9204 0.2868 -2.3032
H 2.1441 1.2121 -3.7884
H 3.5354 0.4208 -2.9987
H 1.2654 -1.0228 -4.2819
H 2.8776 -1.7119 -6.0120
H 4.1764 -0.8301 -5.1769
H 2.8704 0.0280 -5.9611
H 2.2858 -2.0532 -2.4943
C 1.7824 -0.9819 4.7447
C 1.2387 -0.1548 3.6056
C 2.0371 1.1045 3.3363
O 1.5130 -0.9953 2.4564
H 2.8716 -1.0016 4.6907
H 1.4419 -2.0181 4.7631
H 1.5046 -0.5955 5.7286
H 0.1657 0.0534 3.6432
H 2.0380 1.7636 4.2098
H 1.5485 1.6635 2.5361
H 3.0670 0.8469 3.0957
H 1.1928 -0.5837 1.6429
C -0.8192 -3.2831 -2.3816
C 0.2482 -3.7792 -1.4351
C 1.2927 -4.6773 -2.1090
O 0.9246 -2.6676 -0.8823
H -0.2988 -2.7945 -3.2129
H -1.4839 -2.5391 -1.9491
H -1.3341 -4.1290 -2.8422
H -0.2162 -4.4228 -0.6679
H 1.7391 -4.1889 -2.9739
H 0.7612 -5.5935 -2.3749
H 2.1127 -4.9670 -1.4513
H 0.3123 -1.9975 -0.5267
C 4.1981 -1.8093 0.1843
C 3.9366 -3.1182 0.9023
C 5.2287 -3.9073 1.0504
O 3.4322 -2.8301 2.2000
H 4.4737 -2.0450 -0.8497
H 5.0219 -1.1992 0.5608
H 3.3263 -1.1500 0.1592
H 3.1873 -3.7203 0.3757
H 4.9831 -4.8267 1.5890
H 5.8956 -3.3514 1.7093
H 5.6477 -4.1803 0.0843
H 2.7321 -2.1488 2.1276
*
```

Computed properties:
LUMO energy (eV): -0.1603
HOMO (Ha): -0.328

***

# C4H6O2

A single C4H6O2 molecule (wB97M-V/def2-TZVPD, OMol25).

Structure (ORCA input):
```
! wB97M-V def2-TZVPD RIJCOSX def2/J DEFGRID3
* xyz 0 1
O 0.7781 -0.9201 2.0706
C -0.3083 -0.4744 1.7899
C -0.5943 0.3763 0.5767
C 0.5342 0.3894 -0.4261
C 0.4278 -0.3010 -1.7131
O 0.2867 1.1091 -1.6248
H -1.1798 -0.6595 2.4503
H -0.7840 1.3946 0.9451
H -1.5323 0.0478 0.1114
H 1.5289 0.5398 -0.0064
H 1.3287 -0.6581 -2.2116
H -0.4857 -0.8440 -1.9620
*
```

Computed properties:
LUMO energy (eV): 0.9522
SMILES string: O=CC[C@H]1CO1
HOMO (Ha): -0.368

***

# C3H12O2S2

A 3-piece molecular cluster, C3H12O2S2 overall (wB97M-V/def2-TZVPD, OMol25).

Structure (ORCA input):
```
! wB97M-V def2-TZVPD RIJCOSX def2/J DEFGRID3
* xyz 0 1
C -1.3076 2.8408 -0.1926
C -0.3556 1.6380 -0.1626
C -0.4108 0.9333 1.1791
S 0.5511 -0.6279 1.1670
S -0.0714 -1.7113 2.8062
H -0.8247 3.7634 -0.5060
H -2.0359 2.6324 -0.9758
H -1.8749 2.9566 0.7249
H 0.6990 1.8561 -0.3600
H -0.6033 0.9350 -0.9599
H -1.4031 0.4967 1.3311
H -0.1498 1.5718 2.0161
H -0.7341 -2.7375 2.2402
O 6.4134 1.1914 -0.7156
H 5.6310 1.5703 -1.1247
H 6.1602 0.3684 -0.4046
O -3.1465 -5.5576 -1.8184
H -3.8900 -5.7469 -2.3977
H -2.6470 -6.3732 -1.8466
*
```

Computed properties:
LUMO energy (eV): 0.5075
SMILES string: CCCSS.O.O
HOMO (Ha): -0.322

***

# C4H10F6Li2N3O14S6

C4H10F6Li2N3O14S6 as an isolated structure (wB97M-V/def2-TZVPD, OMol25).

Structure (ORCA input):
```
! wB97M-V def2-TZVPD RIJCOSX def2/J DEFGRID3
* xyz -2 2
Li 0.5213 -0.5593 0.3846
Li 2.6802 -0.9325 1.3507
N -1.7591 2.8849 2.1120
S -0.4228 4.0024 2.3197
O -0.7519 5.3695 1.9811
O 0.9685 3.5284 2.1123
F -0.6162 3.9929 3.9230
S -1.2299 2.4084 0.7794
O -0.2835 1.3363 0.7684
O -1.1759 3.3467 -0.3464
F -2.5606 1.5900 0.3310
N 1.0070 -1.1444 2.2555
S 0.5148 -0.3402 3.6455
O 1.1745 -0.7538 4.8423
O -0.8770 0.1933 3.6613
F 1.2943 0.9705 3.3517
S 0.5728 -2.4750 2.7260
O -0.8668 -2.6265 2.9243
O 1.5058 -3.3162 3.5101
F 0.7609 -3.1604 1.2927
N 2.2137 -0.6606 -0.4579
S 2.7400 0.6619 -1.4650
O 2.2459 0.6597 -2.8050
O 3.9674 1.3028 -1.1184
F 1.7278 1.7314 -0.8675
S 2.9514 -1.6301 -1.4686
O 4.3992 -1.6852 -1.6585
O 2.1754 -2.1143 -2.6514
F 2.7826 -2.9278 -0.5021
C -2.3025 -1.5218 0.1485
O -1.0611 -1.3553 -0.5237
C -1.1229 -1.9275 -1.8291
C -1.0759 -0.8336 -2.9726
O -1.9038 0.2369 -2.6029
C -1.7296 1.5327 -3.1475
H -2.1719 -1.2084 1.1843
H -2.7776 -2.4956 0.0295
H -2.9876 -0.8514 -0.3704
H -1.9339 -2.6511 -1.9106
H -0.2456 -2.5061 -2.1182
H -1.3717 -1.0937 -3.9890
H -0.0387 -0.5256 -3.1041
H -2.5157 2.1654 -2.7354
H -1.6536 1.5197 -4.2347
H -0.7679 1.8624 -2.7544
*
```

Computed properties:
LUMO energy (spin up / spin down) (eV): 4.0405 / 4.0107
HOMO (spin up / spin down) (Ha): 0.006 / -0.154

***

# C4H11N4O2

An isolated ion of composition C4H11N4O2 and charge +1 (wB97M-V/def2-TZVPD, OMol25).

Structure (ORCA input):
```
! wB97M-V def2-TZVPD RIJCOSX def2/J DEFGRID3
* xyz 1 1
C 0.0616 -1.7090 -0.4647
C -0.3933 -0.3038 -0.0950
C -1.5570 0.0807 -1.0345
N -0.9063 -0.4363 1.3340
C 0.6954 0.7186 0.1211
N 1.3627 1.1942 -0.9993
N 0.0865 1.7775 1.0045
O 0.4368 2.9309 0.8273
N 1.7491 0.1149 1.2526
O 2.8116 0.5586 1.3800
H 1.0811 -1.8561 -0.3877
H -0.1196 -2.1025 -1.5364
H -0.4519 -2.5480 0.0112
H -2.2293 0.8868 -0.7340
H -2.1305 -0.8176 -1.1050
H -1.2223 0.2802 -2.0352
H -0.2575 -0.9615 1.8787
H -1.7857 -0.9478 1.4301
H -1.0079 0.6648 1.5512
H 1.9085 1.9616 -0.8274
H 1.8681 0.5140 -1.5714
*
```

Computed properties:
LUMO energy (spin up / spin down) (eV): -5.5725 / -5.5726
SMILES string: CC(C)([NH3+])C(N)(N=O)N=O
HOMO (spin up / spin down) (Ha): -0.475 / -0.475

***

The E results, record by record, are as follows: -550.7562 -327.0496 -524.6800 -1726.9705 -306.4347 -1068.3282 -4379.4128 -528.0691 Ha.
The F_max results, record by record, are as follows: 1.7 0.7 4.2 1.7 0.5 2.8 12.1 3.4 eV/Å.